Density functional theory data (ωB97M-V/def2-TZVPD) for a 2-piece molecular cluster, C5H8N overall.

The value obtained for the frontier orbital gap (spin up / spin down) is 0.319 / 0.258 hartree. The total energy comes out at -6790.15797 eV. The value obtained for the energy relative to the best compared isomer or geometry (same formula, charge and spin) is 101.9 kcal/mol. Its maximum force is 0.1064 Eh/bohr. Its multiplicity is 3. The net charge is +1. The highest occupied orbital energy (spin up / spin down) comes out at -12.3126 / -15.5583 eV.

Last column: Mulliken charge in e.
Positions of all 14 atoms, in Å:
C (2.53, 0.84, -0.49)  -0.043
C (1.57, 0.33, 0.01)  -0.373
C (0.41, -2.11, -0.11)  -0.776
C (-0.11, -1.13, 0.61)  0.304
C (-1.37, 1.55, -0.08)  -0.903
N (0.43, 0.15, 0.79)  0.035
H (3.27, 1.19, -1.08)  0.502
H (-0.20, -2.99, -0.11)  0.253
H (1.33, -2.03, -0.61)  0.337
H (-1.17, -1.39, 1.04)  0.352
H (-1.71, 2.16, 0.80)  0.326
H (-0.93, 1.97, -0.95)  0.375
H (-1.80, 0.57, 0.03)  0.246
H (0.47, 0.51, 1.74)  0.363